{
  "formula": "FH2O2P",
  "method": "ωB97M-V/def2-TZVPD",
  "e_tot_ha": -592.9513,
  "e_above_lowest_kj_mol": 79.22,
  "gap_ev": 10.93,
  "homo_ev": -11.61,
  "smiles": "O=PO.F",
  "symbols": ["O", "P", "O", "H", "F", "H"],
  "positions_angstrom": [[0.06, -0.74, 0.22], [1.52, -0.68, 0.12], [1.89, 0.87, -0.12], [1.18, 1.51, -0.21], [-2.78, -0.35, -0.02], [-1.87, -0.61, 0.01]],
  "mulliken_charge": [-0.415, 0.463, -0.431, 0.348, -0.412, 0.448]
}

{
  "formula": "FH3N2",
  "method": "ωB97M-V/def2-TZVPD",
  "e_tot_ha": -211.0698,
  "e_above_lowest_kj_mol": 8.55,
  "gap_ev": 11.84,
  "homo_ev": -10.61,
  "smiles": "NNF",
  "symbols": ["N", "N", "F", "H", "H", "H"],
  "positions_angstrom": [[0.67, 0.13, -0.20], [-0.40, -0.64, -0.06], [-1.60, 0.31, 0.06], [0.92, 0.49, -1.11], [0.69, 0.81, 0.44], [-0.28, -1.10, 0.86]],
  "mulliken_charge": [-0.331, -0.090, -0.301, 0.241, 0.207, 0.274]
}

{
  "formula": "FH3OSi",
  "method": "ωB97M-V/def2-TZVPD",
  "e_tot_ha": -466.3522,
  "e_above_lowest_kj_mol": 362.96,
  "gap_ev": 10.45,
  "homo_ev": -11.56,
  "smiles": "O=[SiH2].F",
  "symbols": ["O", "Si", "H", "H", "F", "H"],
  "positions_angstrom": [[-0.83, 0.65, -0.41], [0.08, -0.11, 0.53], [1.26, 0.06, 1.45], [-0.02, -1.58, 1.01], [-0.92, 1.13, -2.66], [-1.18, 0.69, -1.86]],
  "mulliken_charge": [-0.378, 0.486, -0.037, -0.046, -0.462, 0.437]
}

{
  "formula": "FH3OSi",
  "method": "ωB97M-V/def2-TZVPD",
  "e_tot_ha": -466.2235,
  "multiplicity": 3,
  "e_above_lowest_kj_mol": 65.75,
  "gap_ev": [7.26, 8.63],
  "homo_ev": [-6.88, -13.48],
  "symbols": ["O", "F", "Si", "H", "H", "H"],
  "positions_angstrom": [[-0.44, -0.92, 0.04], [-3.04, 0.14, -0.09], [0.76, -0.01, -0.13], [1.21, 0.91, 0.90], [1.58, 0.04, -1.32], [-2.22, -0.33, -0.02]],
  "mulliken_charge": [-0.159, -0.395, 0.092, 0.024, 0.016, 0.421]
}

{
  "formula": "FH3P2",
  "method": "ωB97M-V/def2-TZVPD",
  "e_tot_ha": -784.3016,
  "e_above_lowest_kj_mol": 114.50,
  "gap_ev": 8.12,
  "homo_ev": -9.25,
  "symbols": ["F", "P", "P", "H", "H", "H"],
  "positions_angstrom": [[-2.47, 0.77, -0.34], [2.27, -0.09, 0.61], [0.32, -0.17, -0.01], [2.72, -1.16, -0.33], [-2.34, -0.16, -0.51], [-0.50, 0.82, 0.58]],
  "mulliken_charge": [-0.407, -0.055, -0.073, 0.053, 0.397, 0.085]
}

{
  "formula": "FHIPS",
  "method": "ωB97M-V/def2-TZVPD",
  "e_tot_ha": -1137.7133,
  "e_above_lowest_kj_mol": 82.53,
  "gap_ev": 7.39,
  "homo_ev": -9.21,
  "smiles": "S=PI.F",
  "symbols": ["S", "P", "I", "F", "H"],
  "positions_angstrom": [[0.91, 1.28, -1.20], [0.69, 0.80, 0.66], [-0.63, 2.57, 1.75], [-0.32, -2.16, -1.01], [-0.64, -2.48, -0.20]],
  "mulliken_charge": [-0.152, 0.196, -0.047, -0.388, 0.391]
}

{
  "formula": "FHN6",
  "method": "ωB97M-V/def2-TZVPD",
  "e_tot_ha": -428.7082,
  "e_above_lowest_kj_mol": 198.18,
  "gap_ev": 9.14,
  "homo_ev": -10.12,
  "smiles": "[H]/N=N/N=N\\N=N\\F",
  "symbols": ["H", "N", "N", "N", "N", "N", "N", "F"],
  "positions_angstrom": [[-2.12, 0.31, 0.07], [-1.20, -0.21, 0.44], [-0.69, -1.06, -0.30], [0.50, -1.61, -0.19], [1.57, -0.92, -0.03], [1.43, 0.38, -0.14], [0.46, 0.97, 0.43], [0.06, 2.15, -0.29]],
  "mulliken_charge": [0.309, -0.196, 0.043, -0.032, -0.093, 0.027, 0.128, -0.186]
}

{
  "formula": "FHNO4S2",
  "method": "ωB97M-V/def2-TZVPD",
  "e_tot_ha": -1252.4776,
  "charge": -1,
  "multiplicity": 3,
  "e_above_lowest_kj_mol": 14.85,
  "gap_ev": [6.20, 7.20],
  "homo_ev": [-2.28, -6.03],
  "symbols": ["N", "O", "O", "O", "O", "F", "S", "S", "H"],
  "positions_angstrom": [[-1.91, -0.03, 0.13], [-1.73, 1.81, 1.56], [0.90, 1.06, -0.07], [0.89, -0.47, -1.94], [0.46, -1.32, 0.34], [2.68, -0.59, -0.27], [-0.97, 0.67, 1.09], [0.99, -0.32, -0.53], [-1.31, -0.80, -0.32]],
  "mulliken_charge": [-0.483, -0.554, -0.535, -0.584, -0.622, -0.404, 0.528, 1.288, 0.367]
}

{
  "formula": "FHO2PTm",
  "method": "ωB97M-V/def2-TZVPD",
  "e_tot_ha": -1676.8073,
  "charge": 2,
  "multiplicity": 3,
  "e_above_lowest_kj_mol": 7.17,
  "gap_ev": [7.88, 6.80],
  "homo_ev": [-20.20, -20.20],
  "symbols": ["P", "O", "O", "F", "Tm", "H"],
  "positions_angstrom": [[-0.77, -0.72, 1.72], [0.16, -0.44, 2.84], [0.14, -0.14, 0.39], [-0.24, 0.74, -3.82], [-0.27, 0.30, -1.88], [0.99, 0.25, 0.76]],
  "mulliken_charge": [0.664, -0.327, -0.480, -0.421, 2.159, 0.405]
}

{
  "formula": "FHO2S",
  "method": "ωB97M-V/def2-TZVPD",
  "e_tot_ha": -648.8651,
  "e_above_lowest_kj_mol": 670.74,
  "gap_ev": [9.03, 9.14],
  "homo_ev": [-9.94, -10.73],
  "symbols": ["O", "O", "F", "S", "H"],
  "positions_angstrom": [[-0.73, -1.16, 0.90], [-0.77, 0.60, 0.31], [0.54, -1.44, 0.46], [0.39, 1.29, -0.24], [0.57, 0.71, -1.43]],
  "mulliken_charge": [-0.002, -0.292, -0.124, 0.247, 0.170]
}

{
  "formula": "FHOS",
  "method": "ωB97M-V/def2-TZVPD",
  "e_tot_ha": -573.6854,
  "e_above_lowest_kj_mol": 412.18,
  "gap_ev": 6.34,
  "homo_ev": -10.05,
  "smiles": "O=S.F",
  "symbols": ["O", "S", "F", "H"],
  "positions_angstrom": [[-0.12, 1.02, 0.00], [-1.53, -0.33, 0.01], [2.46, -0.30, -0.04], [3.25, -0.16, 0.32]],
  "mulliken_charge": [-0.269, 0.267, -0.371, 0.373]
}

{
  "formula": "FK2Li3",
  "method": "ωB97M-V/def2-TZVPD",
  "e_tot_ha": -1321.4070,
  "charge": 3,
  "multiplicity": 2,
  "gap_ev": [4.89, 13.43],
  "homo_ev": [-15.98, -25.11],
  "symbols": ["Li", "Li", "Li", "K", "K", "F"],
  "positions_angstrom": [[-8.46, 5.00, 23.78], [-5.66, 4.88, 23.16], [-8.07, 5.53, 26.68], [-4.61, 6.30, 26.59], [-7.09, 8.61, 24.51], [-6.82, 5.77, 25.00]],
  "mulliken_charge": [0.662, 0.733, 0.773, 0.856, 1.000, -1.024]
}